No. 1
Entry from the Open Molecules 2025 dataset: a 12-piece molecular cluster, C33H75N9O21S3 overall at a distorted geometry (the ωB97M-V functional and the def2-TZVPD basis).

- Energy relative to the best compared isomer or geometry (same formula, charge and spin): 1.222 eV
- Maximum force: 2.56 eV Å⁻¹

```
! wB97M-V def2-TZVPD RIJCOSX def2/J DEFGRID3
* xyz 0 1
S -0.0147 3.8279 -3.3825
S 2.5398 -1.5741 6.2567
S -0.3124 1.7880 3.9137
O -1.1183 3.4709 -4.4736
O 3.8116 -1.0715 6.6871
O 5.6818 2.8577 -0.5089
O -2.5265 6.5516 -0.3078
O 0.3615 5.2236 -3.4237
O -0.7397 3.2176 4.5173
O -1.0169 3.6192 -2.1222
O 1.0662 1.7291 4.7869
O 2.0892 -2.6990 7.3194
O 2.3989 -1.9624 4.8905
O 2.3951 -4.1076 -2.7374
O 0.0432 1.8970 2.5158
O 1.3245 -0.6606 6.7792
O 0.9934 2.8176 -3.3945
O -2.6035 -1.8044 0.1384
O -2.5040 -4.0839 -4.5746
O 1.8902 -0.2437 -0.2597
O -5.2730 2.2595 -3.7471
O 1.0633 -1.3466 -6.1296
O -1.2396 0.7954 4.3288
O 0.2251 -4.2576 4.9388
N 2.0138 0.5968 -5.4089
N -0.9668 -3.2117 6.5008
N 4.4961 0.9364 -0.8283
N -0.9291 -2.4041 -4.4388
N 4.4460 -3.4177 -2.1537
N -0.4881 5.6282 0.0009
N -4.5070 0.8570 -2.1205
N 0.1309 -1.0536 0.8788
N -3.3240 -3.3727 1.5811
C -2.2241 -2.6268 -6.4171
C -0.1197 3.4582 5.7896
C -1.3039 6.5940 -0.4354
C 3.2809 2.9639 -0.4843
C -6.0893 2.5514 -1.5118
C 1.3649 -0.1685 -6.3007
C 5.5132 -0.0781 -0.9467
C -3.1553 -2.8844 0.3431
C -2.7196 -2.6504 2.7071
C 4.6110 2.2686 -0.6469
C -2.3612 3.8501 -2.4898
C -0.6534 7.7342 -1.1832
C 0.6662 -0.3799 -0.1321
C 3.5414 -3.8118 -3.0618
C -3.7522 -3.6662 -0.8014
C 1.2803 -0.6436 8.1930
C -1.2753 -2.0630 5.6441
C -0.6078 -2.4361 -3.0333
C 0.8348 -1.5275 2.0356
C -0.2652 0.3653 -1.0519
C 4.0001 -3.8813 -4.5071
C 0.8087 2.2617 6.0774
C 1.4694 -2.1272 8.4950
C -0.2822 -4.2721 6.0592
C 1.0574 0.5221 -7.6297
C -2.4076 3.8768 -4.0545
C 4.0833 -3.2556 -0.7580
C -3.6832 0.0316 -3.0269
C -5.2433 1.9062 -2.5917
C -0.8028 4.4585 0.7995
C -1.9050 -3.1173 -5.0279
C 2.5915 0.1016 -4.1791
C 0.0475 -5.3698 7.0482
H -0.8614 -1.2478 0.7595
H -1.3312 -2.4257 -7.0115
H -2.8042 -3.3513 -6.9932
H 0.4157 -2.4480 2.4449
H 1.1195 -5.5501 7.0397
H -0.9699 -1.1287 6.1180
H 0.8160 -0.7983 2.8504
H -4.4729 -4.4092 -0.4613
H 1.6832 2.5414 6.6566
H 2.1959 1.5345 -5.7175
H -2.9451 -4.2010 -1.3099
H -5.6674 3.5067 -1.1832
H -2.7591 4.7568 -2.0301
H 1.8899 0.3045 -8.2984
H 0.3993 7.8393 -0.9162
H -6.1802 1.9568 -0.6046
H 6.5315 0.2825 -1.0483
H -0.4593 4.6707 1.8133
H -0.4168 -6.2684 6.6379
H 1.8937 -1.7662 1.9492
H 5.2391 -0.6255 -1.8537
H -3.1632 3.2368 -4.5030
H 3.2307 3.7724 -1.2157
H -0.7159 7.6866 -2.2744
H 4.9183 -3.0261 -0.0995
H -0.2877 -1.4602 -2.6806
H -2.6668 4.8939 -4.3553
H 1.7999 -0.1601 -3.4782
H -0.1807 -2.0312 -5.0220
H -3.2203 -2.8291 3.6527
H 3.2314 -0.7656 -4.3438
H 0.4973 5.8070 -0.1127
H -1.3179 -2.8965 -2.3492
H 0.2620 1.5172 6.6611
H 3.5562 -4.1458 -0.4184
H -1.8664 4.2399 0.7606
H -2.8863 -1.7579 -6.4428
H -3.9085 -4.1709 1.7489
H 1.9237 0.0742 8.6984
H 3.5295 -3.1705 -5.1803
H -1.4033 -3.2249 7.4063
H 1.1017 1.5976 -7.4426
H -0.9264 3.5347 6.5143
H 0.2509 -0.3671 8.4266
H 0.4788 4.3619 5.6959
H -1.7279 -3.1022 2.8069
H -0.2964 -5.1584 8.0597
H -3.4288 0.6287 -3.8990
H -0.3246 1.3923 -0.6917
H 3.4270 -2.3889 -0.6349
H -4.5775 0.4793 -1.1921
H -4.2804 -0.8495 -3.2602
H 3.5383 0.6198 -0.7664
H -2.7421 -0.2888 -2.5861
H -7.0581 2.8483 -1.9111
H -2.5643 -1.6029 2.4700
H -1.1468 8.7032 -1.0852
H 3.8545 -4.8869 -4.9000
H 0.2388 -3.1270 -2.9372
H 5.0863 -3.7491 -4.4827
H 0.5376 -2.5652 8.8362
H -0.7602 -2.0157 4.6917
H 5.4023 -0.7640 -0.1066
H 0.0948 0.2979 -2.0744
H -1.2765 -0.0414 -1.0254
H 2.2685 -2.2644 9.2249
H -4.1624 -3.0261 -1.5782
H -2.9270 3.0389 -2.0262
H 2.4128 2.3309 -0.6857
H 5.4124 -3.2399 -2.3611
H -2.3600 -2.0304 5.5469
H 0.0859 0.2464 -8.0235
H 3.0590 3.3187 0.5224
H 3.1982 0.9268 -3.8110
H -0.2433 3.5937 0.4486
*
```

=====

No. 2
Entry from the Open Molecules 2025 dataset: a 11-piece molecular cluster, C33H76N6O21S2 overall at a distorted geometry (the ωB97M-V functional and the def2-TZVPD basis).

- E: -4007.97446 Eh
- Maximum force: 4.61 eV Å⁻¹

```
! wB97M-V def2-TZVPD RIJCOSX def2/J DEFGRID3
* xyz 0 1
S -7.0138 -16.4860 -14.7015
S -3.8713 -22.1984 -12.6188
O -7.9625 -15.8398 -13.8072
O -3.7106 -15.3281 -11.8728
O -11.7337 -12.5616 -12.9267
O -5.3298 -22.3133 -13.3242
O -3.7126 -20.8442 -12.2639
O -14.0579 -15.4333 -10.2788
O -3.6096 -23.1705 -11.6058
O -14.5682 -17.0621 -17.7538
O -12.9500 -18.2891 -16.8840
O -5.9808 -17.3727 -13.9523
O -13.7814 -19.8700 -11.9662
O -4.9035 -15.4217 -9.9580
O -12.5816 -17.0640 -18.7081
O -10.1442 -18.4580 -14.1937
O -9.2003 -22.0556 -10.5574
O -6.1219 -15.6036 -15.4250
O -5.4448 -13.9840 -11.5313
O -12.9525 -13.7351 -17.5922
O -14.9249 -14.4566 -8.4280
O -9.6459 -14.2309 -8.6614
O -12.8309 -15.1947 -8.4602
N -11.5360 -13.5452 -15.7530
N -11.2940 -21.1431 -10.6954
N -12.0058 -17.2577 -13.9954
N -7.5841 -15.1328 -8.9674
N -11.3270 -12.8189 -10.6750
N -14.1786 -19.8086 -14.1878
C -5.2543 -13.5593 -12.8803
C -2.9630 -22.6575 -14.0893
C -10.3535 -13.7003 -16.5603
C -11.5278 -21.3647 -9.2747
C -6.4056 -23.0891 -12.6496
C -2.8354 -16.3331 -11.6221
C -10.9262 -17.8438 -13.4735
C -12.5550 -14.7109 -7.1984
C -14.3760 -19.4522 -12.8920
C -15.0706 -16.1710 -18.7398
C -15.5142 -18.4877 -12.6489
C -12.7543 -13.4618 -16.3836
C -10.1181 -21.5734 -11.2179
C -10.6536 -17.6233 -12.0548
C -8.0287 -16.4951 -9.1839
C -12.7389 -16.2729 -13.1595
C -12.4335 -11.8984 -10.3003
C -13.8456 -12.8346 -15.4871
C -13.1329 -20.7882 -14.5665
C -15.1393 -14.8781 -11.0928
C -11.1767 -17.3959 -18.6288
C -4.6944 -14.9786 -11.0524
C -9.8151 -13.7916 -12.2478
C -7.7889 -17.5439 -15.7957
C -6.5471 -18.3894 -13.0167
C -7.6323 -12.8037 -8.5226
C -13.9963 -14.9781 -9.0123
C -13.3464 -17.5299 -17.7146
C -8.4137 -14.1235 -8.7509
C -7.4609 -23.3931 -13.6781
C -5.8012 -18.2659 -11.7329
C -11.0922 -13.0327 -11.9736
C -10.0157 -21.3416 -12.7049
H -10.8125 -20.6578 -13.0273
H -14.6331 -13.5396 -15.2756
H -7.8526 -22.4521 -14.2004
H -6.6086 -15.0232 -8.9100
H -16.0498 -17.9815 -13.4342
H -7.6452 -18.2843 -12.9297
H -10.0863 -16.6743 -11.9752
H -5.8805 -17.3775 -11.1919
H -5.9966 -19.1708 -11.0404
H -8.2654 -16.8729 -16.5016
H -7.2910 -12.7242 -7.4913
H -13.3792 -12.0963 -10.9492
H -13.1338 -13.8069 -6.9007
H -9.5130 -14.6690 -11.6580
H -12.7635 -12.0829 -9.2371
H -9.9451 -18.4186 -11.7010
H -4.1775 -13.3413 -13.0183
H -6.7483 -22.4410 -11.8249
H -10.2830 -22.3222 -13.1512
H -13.3993 -21.1376 -15.5695
H -8.3006 -23.8413 -13.1418
H -9.1072 -16.6050 -8.9469
H -10.7635 -13.2325 -9.9846
H -14.7579 -13.9894 -11.5098
H -16.2791 -19.0939 -12.1707
H -10.8936 -18.3461 -19.0891
H -12.2343 -10.8465 -10.5482
H -12.1053 -17.3787 -14.9858
H -15.1947 -17.7224 -11.8894
H -16.0851 -16.0316 -18.5645
H -13.2876 -16.8111 -12.4525
H -9.7297 -14.1851 -13.2504
H -15.9940 -14.7198 -10.4932
H -6.9465 -17.9759 -16.3617
H -14.6604 -19.1843 -14.8816
H -11.9867 -15.6065 -12.6694
H -11.4182 -13.1951 -14.7706
H -10.8737 -17.3385 -17.5712
H -6.7311 -12.9174 -9.1643
H -12.4168 -20.7668 -8.9145
H -4.7159 -18.4041 -11.9235
H -2.1722 -15.9850 -10.8050
H -12.1015 -20.7899 -11.2882
H -9.0534 -13.0162 -12.1707
H -9.6150 -14.3619 -16.1268
H -10.6526 -16.5196 -19.1154
H -12.1917 -20.1988 -14.7254
H -13.3540 -15.5840 -13.7409
H -2.1484 -16.3914 -12.4780
H -14.2669 -11.9759 -16.0598
H -11.5425 -22.4940 -9.2600
H -3.0886 -23.6776 -14.3851
H -7.1381 -24.1376 -14.4027
H -8.4804 -18.2922 -15.2105
H -11.5137 -17.6258 -11.4004
H -9.8610 -12.7579 -16.8359
H -6.3557 -19.3261 -13.5239
H -1.9728 -22.3449 -13.7832
H -5.4354 -14.3522 -13.5637
H -14.5979 -15.2137 -18.7287
H -11.5357 -14.2844 -7.2834
H -13.4015 -12.5629 -14.4959
H -5.8992 -24.0414 -12.2722
H -3.2107 -17.3860 -11.4942
H -3.3497 -22.0360 -14.8935
H -10.6598 -21.0396 -8.6401
H -13.0313 -21.5567 -13.7549
H -5.8676 -12.6465 -13.1421
H -15.0442 -16.4996 -19.7791
H -9.0350 -21.0299 -12.9093
H -8.4129 -12.0796 -8.7573
H -7.8538 -16.8099 -10.2395
H -10.7285 -14.2094 -17.4544
H -15.2857 -15.5589 -11.9670
H -12.6306 -15.5330 -6.4772
H -7.4944 -17.2405 -8.6458
*
```

=====

No. 3
Entry from the Open Molecules 2025 dataset: a 9-piece molecular cluster, C33H77BBrN8O9P overall at a distorted geometry (the ωB97M-V functional and the def2-TZVPD basis).

- E: -5358.95328 Eh
- Maximum force: 2.66 eV Å⁻¹

```
! wB97M-V def2-TZVPD RIJCOSX def2/J DEFGRID3
* xyz 0 1
Br -7.0600 1.7074 -2.8348
P -4.8596 2.0456 -3.4592
O -3.8468 -1.8830 -0.3693
O 6.4487 -2.7744 -6.2508
O 2.9854 -0.7436 -8.7431
O -4.8884 3.2284 -4.7370
O -3.3756 0.1688 4.2857
O -3.0756 -3.5176 7.6826
O 0.5603 1.9501 7.2247
O 0.2902 2.4501 -2.4725
O -2.2909 1.4896 9.3398
N -0.0305 4.3437 -1.3099
N 1.2892 -0.5314 -10.1985
N -1.6802 0.1964 5.7573
N 2.5241 2.5105 8.1574
N 5.1299 -4.5489 -6.6419
N -4.2573 2.5625 9.1887
N -1.3802 -3.4899 9.1542
N -4.3907 0.2829 -0.1382
C -1.9064 2.7766 -1.5755
C -4.5519 -1.2010 1.8156
C 0.6455 -0.1739 -11.4405
C -2.2163 -1.2405 -4.6595
C -4.2353 -0.9756 0.3632
C -2.2442 3.6284 8.2631
C -4.8316 1.4723 0.5515
C -5.1597 3.6315 8.8315
C -3.0066 0.1068 -5.1588
C -2.6964 -1.9588 5.1507
C 6.4478 0.7193 -3.8462
C 6.2951 -3.9930 -6.2027
C -0.7104 -0.3576 6.6723
C 5.5860 0.4660 -5.2195
C -2.9144 2.4811 8.9668
C 2.5998 -0.3824 -9.8529
C -2.3215 -4.1489 8.4200
C -0.4748 3.1622 -1.8257
C -0.6498 -1.3444 -5.1303
C -0.4104 -4.0440 10.0692
C 3.8327 3.1164 8.2280
C 1.6431 2.5216 7.1167
C 3.5313 0.2282 -10.8630
C -2.6215 -0.4625 5.0231
C 4.3200 -0.5554 -4.9987
C -2.3964 -5.6452 8.5476
C 7.3589 -4.9121 -5.6696
C 0.2211 0.0360 -4.9608
C 1.7402 -0.2932 -5.5188
C 2.9371 0.2110 -4.4997
C 2.0429 3.2456 5.8610
C -0.7649 5.3117 -0.5299
C 4.7590 -5.9440 -6.6688
B -4.2553 0.3312 -4.0611
H 8.2270 -4.3240 -5.3586
H -2.6247 -5.9218 9.5803
H -0.2576 5.4283 0.4309
H -0.5086 -1.7831 -6.2213
H -2.3926 -1.3560 -3.5079
H 1.8255 -1.4808 -5.5552
H 2.2112 4.3040 6.0766
H 6.2712 0.0670 -6.0852
H 4.5427 -6.2175 -7.7044
H 2.7770 -0.0927 -3.3808
H -3.9285 3.3145 -5.0572
H -0.7442 6.2643 -1.0648
H -1.7516 -2.4091 4.8350
H -3.1935 -6.0270 7.9034
H -5.6016 -0.9661 2.0108
H 3.8539 -6.0659 -6.0687
H 1.9113 0.0940 -6.6246
H -0.1500 0.5409 -11.2167
H 1.3395 0.2667 -12.1574
H 0.5860 -3.7693 9.7146
H 1.2397 3.1668 5.1228
H -5.9321 3.2190 8.1778
H -2.9247 -2.2354 6.1834
H -2.5765 3.5236 -2.0094
H -4.3802 -2.2514 2.0678
H 3.8339 3.8252 9.0598
H -1.4516 -6.0955 8.2319
H 4.5616 2.3273 8.4277
H -2.7800 -2.1613 -5.1688
H 2.1844 2.0037 8.9674
H 4.0790 -1.0415 -6.0580
H -4.6524 4.4520 8.3227
H -0.8776 0.0893 7.6552
H 0.2860 -0.0829 6.3177
H -0.1396 -2.1454 -4.4067
H -5.0553 1.2854 1.6025
H -5.7277 1.8436 0.0484
H 0.2654 0.4619 -3.8684
H -0.4830 -5.1295 10.1458
H -1.7997 5.0115 -0.3611
H 4.4628 -3.8670 -6.9858
H 4.5401 0.2814 -10.4437
H 4.5968 -1.4672 -4.2937
H -2.0860 2.6807 -0.5015
H 6.9815 -5.4571 -4.8003
H -5.6252 4.0027 9.7477
H -0.5776 -3.5971 11.0521
H 5.9402 1.5495 -3.1714
H 4.1015 3.6355 7.3072
H -2.6703 3.7552 7.2644
H 0.9432 4.5342 -1.5200
H -0.2288 0.8822 -5.6698
H -2.3609 4.5452 8.8470
H -0.7830 -1.4431 6.7489
H -2.3545 1.0766 -5.2156
H 7.6759 -5.6098 -6.4493
H -1.6913 1.2009 5.6182
H -3.5266 -0.1025 -6.2052
H 0.2058 -1.0786 -11.8673
H 0.7247 -0.9494 -9.4671
H -1.1758 3.4188 8.1589
H -4.0401 2.2218 0.4748
H -4.7240 -0.6921 -3.6478
H -1.3913 -2.4855 9.0151
H 7.5185 1.1217 -4.1476
H 3.5639 -0.3902 -11.7638
H 6.6054 -0.2634 -3.1897
H -3.9003 -0.5848 2.4407
H -2.1124 1.8119 -2.0478
H 5.1387 1.5032 -5.5677
H -4.6364 1.7526 9.6670
H -3.4935 -2.3406 4.5065
H 5.5448 -6.5914 -6.2780
H 2.9448 2.7939 5.4395
H 3.0949 1.3599 -4.6654
H 3.2051 1.2424 -11.1079
H -4.1582 0.3560 -1.1226
*
```

=====

Question: Which of these has the lowest maximum force?
Answer: C33H75N9O21S3

=====

Question: Which of these has the lowest maximum force?
Answer: C33H75N9O21S3

=====

Question: Among the records above, which one has the highest maximum force?
Answer: C33H76N6O21S2

=====

Question: Which of these has the highest maximum force?
Answer: C33H76N6O21S2